Below is a structure of composition C3H4NP, with properties calculated with ωB97M-V/def2-TZVPD.

Geometry as ORCA input:
```
! RIJCOSX wB97M-V def2-TZVPD def2/J DEFGRID3
* xyz 0 1
P -1.08 1.82 -0.64
N -2.08 -1.56 0.90
C -1.55 -0.62 0.52
C -0.68 0.32 -0.03
C 1.15 -0.48 -0.03
H 0.20 2.33 -0.74
H 1.05 -1.15 0.86
H 1.39 -1.10 -0.94
H 1.59 0.43 0.09
*
```

Summary:
- Orbital gap: 8.8 eV
- HOMO: -0.35737 Eh
- Relative energy (zero: lowest compared OMol25 entry of this formula, charge and spin): 212.5 kJ/mol

=====

Below is a structure of composition C17H14N4O2Pd, with properties calculated with ωB97M-V/def2-TZVPD.

Geometry as ORCA input:
```
! RIJCOSX wB97M-V def2-TZVPD def2/J DEFGRID3
* xyz 2 5
Pd -0.09 -0.05 -0.05
O 0.01 -1.49 1.35
O 0.02 1.42 -1.39
N -2.14 -0.03 0.02
N -2.94 -1.11 -0.11
N 1.85 0.16 -0.18
N 2.17 1.08 -0.98
C 3.27 4.03 -3.75
C 1.93 -3.50 3.62
C 1.19 1.77 -1.69
C 3.21 -3.10 3.33
C 2.28 4.67 -4.48
C -4.23 -0.76 0.00
C 1.55 2.76 -2.65
C 2.83 -0.54 0.65
C 0.56 3.42 -3.38
C 1.08 -1.92 1.90
C 2.44 -1.49 1.58
C 2.92 3.07 -2.83
C -4.28 0.60 0.22
C -2.95 1.01 0.23
C 3.46 -2.10 2.32
C 0.93 4.38 -4.30
C 0.88 -2.91 2.91
H 4.32 4.27 -3.90
H 3.68 2.56 -2.25
H 2.57 5.43 -5.20
H -0.49 3.18 -3.24
H 4.05 -3.52 3.85
H 0.18 4.90 -4.88
H -5.01 -1.50 -0.09
H 3.85 -0.23 0.49
H 1.73 -4.24 4.38
H -0.15 -3.18 3.11
H 4.49 -1.82 2.14
H -2.53 1.99 0.37
H -5.15 1.21 0.36
H -2.55 -2.02 -0.27
*
```

Summary:
- Orbital gap (alpha / beta): 6.4 / 5.0 eV
- HOMO (alpha / beta): -0.48921 / -0.56884 Eh

=====

Below is an isolated molecule of C3H6N4S2, with properties calculated with ωB97M-V/def2-TZVPD.

Geometry as ORCA input:
```
! RIJCOSX wB97M-V def2-TZVPD def2/J DEFGRID3
* xyz 0 1
S 2.50 -0.15 -0.07
S -1.40 -1.64 0.14
N 0.01 0.65 -0.07
N 0.40 -1.73 -0.18
N -2.68 2.09 0.00
N -2.54 0.63 0.07
C 2.64 1.68 0.19
C 0.76 -0.40 -0.18
C -1.39 0.17 0.02
H 2.07 2.07 1.03
H -1.87 2.61 -0.33
H 1.11 -2.47 0.08
H 3.73 1.63 0.64
H 2.55 2.47 -0.73
H -3.61 2.25 -0.64
*
```

Summary:
- Orbital gap: 8.3 eV
- HOMO: -0.29618 Eh
- SMILES: CSc1n/c(=N\N)s[nH]1
- Relative energy (zero: lowest compared OMol25 entry of this formula, charge and spin): 41.1 kJ/mol

=====

Below is an isolated molecule of C2H6N2, with properties calculated with ωB97M-V/def2-TZVPD.

Geometry as ORCA input:
```
! RIJCOSX wB97M-V def2-TZVPD def2/J DEFGRID3
* xyz 0 1
N -0.29 -1.46 0.49
N 1.31 0.20 -0.06
C -0.01 -0.26 -0.02
C -1.10 0.66 -0.38
H -0.02 -1.50 1.48
H 2.09 -0.43 -0.21
H 1.66 0.88 0.60
H -2.10 0.21 -0.40
H -0.57 0.00 -1.40
H -0.97 1.70 -0.10
*
```

Summary:
- Orbital gap: 8.2 eV
- HOMO: -0.27829 Eh
- SMILES: [H]/N=C(/C)N
- Relative energy (zero: lowest compared OMol25 entry of this formula, charge and spin): 415.8 kJ/mol

=====

Below is a cluster of 2 separate species, C2H3NO2 in total, with properties calculated with ωB97M-V/def2-TZVPD.

Geometry as ORCA input:
```
! RIJCOSX wB97M-V def2-TZVPD def2/J DEFGRID3
* xyz 0 1
O 1.20 -0.16 1.40
O -0.17 -0.64 -0.32
N 0.24 0.53 -1.01
C -1.41 1.23 -1.02
C 0.44 -0.97 0.89
H -1.16 2.11 -1.77
H -2.87 0.89 -0.42
H 0.01 -1.90 1.33
*
```

Summary:
- Orbital gap: 8.3 eV
- HOMO: -0.35083 Eh
- Relative energy (zero: lowest compared OMol25 entry of this formula, charge and spin): 899.3 kJ/mol

=====

Below is an isolated molecule of ClHNO3P, with properties calculated with ωB97M-V/def2-TZVPD.

Geometry as ORCA input:
```
! RIJCOSX wB97M-V def2-TZVPD def2/J DEFGRID3
* xyz 0 1
Cl -0.55 0.74 -2.05
P -0.92 0.36 -0.12
O -1.96 -0.64 0.06
O 0.56 -0.81 -0.17
O -0.71 1.35 0.97
N 1.30 -0.29 0.69
H 2.28 -0.71 0.60
*
```

Summary:
- Orbital gap (alpha / beta): 7.0 / 7.0 eV
- HOMO (alpha / beta): -0.38630 / -0.38630 Eh
- Relative energy (zero: lowest compared OMol25 entry of this formula, charge and spin): 85.2 kJ/mol

=====

Below is a cluster of 12 separate species, C19H51F6N6O26S5 in total, with properties calculated with ωB97M-V/def2-TZVPD.

Geometry as ORCA input:
```
! RIJCOSX wB97M-V def2-TZVPD def2/J DEFGRID3
* xyz -2 2
S -28.64 3.10 14.20
S -30.16 2.90 16.28
S -24.24 0.78 14.18
S -27.69 1.94 22.79
S -28.10 -2.39 14.08
F -29.88 4.72 18.31
F -28.30 5.22 12.68
F -26.82 5.00 14.28
F -26.76 3.75 12.47
F -29.29 2.70 18.77
F -27.88 3.83 17.59
O -34.24 4.55 17.74
O -29.89 6.45 15.38
O -29.19 2.30 13.12
O -28.96 7.62 10.56
O -27.93 5.11 8.16
O -26.25 1.72 22.86
O -31.86 -1.73 16.39
O -27.28 -2.48 15.31
O -29.57 -3.01 14.36
O -34.70 2.59 16.97
O -28.30 0.68 21.86
O -29.73 8.57 12.38
O -22.82 1.60 13.82
O -26.35 -1.44 17.52
O -28.46 4.30 10.11
O -24.67 5.46 15.96
O -25.30 1.19 13.31
O -23.12 6.95 16.36
O -28.53 2.05 23.99
O -31.58 3.29 16.53
O -31.86 4.26 13.52
O -27.74 2.36 15.06
O -27.57 -3.02 12.83
O -32.29 -0.13 17.82
O -23.90 -0.65 14.26
O -30.00 1.47 16.29
N -27.69 4.83 9.35
N -29.73 3.90 14.90
N -23.97 6.43 15.60
N -32.35 -0.65 16.73
N -34.34 3.33 17.88
N -29.79 7.72 11.51
C -30.11 -0.38 20.40
C -27.56 -1.08 18.11
C -30.07 -4.00 13.42
C -30.84 6.68 11.76
C -31.41 -4.54 13.99
C -32.89 0.15 15.65
C -28.63 7.13 15.69
C -22.52 3.46 12.42
C -32.12 2.99 12.99
C -26.31 5.28 9.91
C -33.82 2.74 19.16
C -24.58 1.46 15.84
C -29.71 0.66 21.53
C -27.56 4.40 13.37
C -22.44 1.88 12.49
C -28.02 3.40 21.67
C -24.08 6.91 14.24
C -29.22 3.65 17.81
C -28.63 -0.59 13.82
H -29.69 5.52 15.26
H -28.26 7.73 14.86
H -25.06 6.85 13.78
H -27.58 4.25 22.18
H -30.23 0.41 22.46
H -21.41 1.56 12.29
H -29.07 3.61 21.46
H -29.30 -4.77 13.46
H -31.18 -0.60 20.33
H -23.55 3.79 12.55
H -23.71 7.94 14.26
H -32.74 2.77 19.07
H -31.55 -5.53 13.56
H -31.76 7.12 11.38
H -28.27 -0.60 17.44
H -29.22 -0.23 14.67
H -25.86 4.34 10.25
H -27.79 6.48 15.93
H -34.22 3.39 19.94
H -26.54 6.01 10.69
H -33.13 2.83 12.60
H -23.80 1.03 16.48
H -31.08 4.23 14.07
H -30.56 5.76 11.26
H -27.44 3.12 20.79
H -31.89 2.18 13.68
H -32.23 -3.84 13.88
H -25.89 5.80 9.05
H -29.90 0.10 19.44
H -28.83 7.81 16.51
H -34.21 1.73 19.30
H -30.79 6.53 12.84
H -30.10 1.64 21.25
H -32.86 1.16 16.06
H -23.07 1.31 11.80
H -29.66 -1.36 20.55
H -29.97 -3.57 12.43
H -25.52 0.98 16.12
H -22.25 3.84 11.44
H -27.38 -0.39 18.93
H -32.21 0.05 14.80
H -26.56 -2.05 16.82
H -27.74 0.02 13.67
H -29.24 -0.54 12.93
H -27.94 -1.99 18.58
H -21.98 4.00 13.20
H -33.89 -0.23 15.47
H -24.63 2.54 15.72
H -23.35 6.34 13.67
H -31.40 2.84 12.19
H -31.25 -4.72 15.05
*
```

Summary:
- Orbital gap (alpha / beta): 2.6 / 6.0 eV
- HOMO (alpha / beta): 0.02886 / -0.09496 Eh

=====

Below is a structure of composition C22H15BiBr3N4, with properties calculated with ωB97M-V/def2-TZVPD.

Geometry as ORCA input:
```
! RIJCOSX wB97M-V def2-TZVPD def2/J DEFGRID3
* xyz 3 1
Bi 1.39 -0.07 -1.24
Br 4.24 -3.25 4.05
Br -1.69 8.49 -0.91
Br -2.47 -5.28 -3.27
N 0.43 -1.98 -1.90
N 2.40 -1.38 0.26
N -0.64 2.66 -0.09
N -0.09 -0.16 0.13
C -0.07 -2.84 -0.99
C 3.51 -2.49 2.52
C -0.94 -3.83 -1.40
C -0.99 0.45 0.81
C -0.01 4.79 -0.94
C -1.31 1.91 0.70
C -0.74 -3.08 -3.67
C -0.80 -2.70 1.49
C 0.11 -2.11 -3.21
C -1.61 -1.70 1.96
C -2.37 5.95 0.04
C -2.15 4.62 0.24
C 3.65 -1.03 0.66
C -0.96 4.01 -0.24
C 0.35 -2.88 0.49
C -1.30 -3.95 -2.74
C 1.70 -2.30 0.94
C -1.40 6.72 -0.65
C 2.25 -2.86 2.08
C -1.76 -0.32 1.72
C 4.24 -1.56 1.77
C -0.21 6.13 -1.14
H 5.24 -1.27 2.06
H 0.52 6.73 -1.67
H -2.11 2.27 1.35
H -2.53 0.19 2.30
H 0.57 -1.40 -3.89
H -1.03 -3.65 1.96
H -1.33 -4.54 -0.67
H -0.96 -3.15 -4.72
H -3.27 6.42 0.40
H 1.69 -3.62 2.62
H 4.17 -0.30 0.05
H 0.57 -3.94 0.59
H -2.91 4.04 0.75
H 0.89 4.31 -1.30
H -2.31 -2.07 2.70
*
```

Summary:
- Orbital gap (alpha / beta): 4.9 / 6.9 eV
- HOMO (alpha / beta): -0.61830 / -0.64368 Eh
- Relative energy (zero: lowest compared OMol25 entry of this formula, charge and spin): 243.4 kJ/mol

=====

Below is a structure of composition C46H63ClFGeIrN10O7S, with properties calculated with ωB97M-V/def2-TZVPD.

Geometry as ORCA input:
```
! RIJCOSX wB97M-V def2-TZVPD def2/J DEFGRID3
* xyz 3 2
Ir -1.22 0.21 -1.08
Ge -4.61 -1.70 1.06
Cl -2.64 -0.71 -4.12
S 0.06 -4.12 -2.15
F 4.96 -3.09 0.88
O -3.86 4.39 2.50
O -0.29 1.66 -2.31
O -3.46 1.08 -0.54
O 1.09 -0.44 -0.76
O -2.63 -1.62 0.89
O 0.81 3.37 -1.43
O 0.91 1.38 1.37
N -0.83 -1.67 -2.14
N 7.32 -1.91 -0.21
N 4.42 1.43 -2.21
N 0.49 2.69 1.14
N -1.62 -1.41 2.93
N 9.53 -3.21 -0.91
N -2.23 -3.30 -1.16
N -1.59 2.08 0.13
N -3.68 2.71 1.01
N -1.07 -0.03 1.12
C 3.44 -0.37 -0.95
C -5.51 0.39 3.02
C 4.87 -2.00 0.08
C 2.13 -3.14 -3.76
C -6.39 -2.22 -1.06
C 2.06 1.44 -1.81
C 3.62 -1.52 -0.18
C -1.51 3.29 3.74
C 0.97 -2.93 -3.03
C -7.59 -2.00 -0.13
C 9.04 -3.52 0.48
C -6.63 0.85 2.10
C -2.52 0.55 -3.00
C 1.97 -0.86 -4.51
C -0.76 -0.66 3.72
C -1.10 4.90 1.86
C 9.56 -1.71 -1.15
C 4.57 0.25 -1.48
C -1.11 -2.91 -1.75
C 8.50 -1.05 -0.27
C -3.16 3.60 1.93
C 2.64 -2.08 -4.49
C 6.31 1.53 -3.92
C -0.41 0.94 1.92
C 0.34 -1.70 -2.97
C -1.78 -1.01 1.64
C -5.23 -1.28 -0.72
C 5.58 2.12 -2.76
C -7.15 2.24 2.46
C -0.22 0.47 3.31
C -8.72 -2.99 -0.39
C 5.46 2.74 -4.11
C 6.04 -1.41 -0.45
C -2.93 1.93 0.18
C -1.66 3.50 2.22
C -5.09 -1.07 2.82
C 2.11 0.18 -1.15
C 0.82 -0.67 -3.76
C 5.84 -0.29 -1.25
C 7.57 -3.12 0.59
C 3.20 2.01 -2.28
C -0.97 2.39 1.39
C -2.49 2.28 4.36
C -1.20 5.31 0.40
C 0.79 2.21 -1.85
C -2.08 -2.71 3.43
H 3.18 2.98 -2.75
H -6.07 -3.27 -0.99
H 9.36 -1.55 -2.21
H -2.56 1.36 3.77
H -2.37 -4.27 -0.91
H -8.40 -4.02 -0.20
H -6.35 2.98 2.50
H -7.62 2.23 3.45
H 4.53 2.62 -4.66
H 0.70 3.00 0.16
H 2.76 -2.02 0.25
H -7.25 -2.11 0.91
H -7.89 2.58 1.74
H 0.90 3.34 1.81
H -0.07 4.99 2.23
H -2.18 2.02 5.37
H 7.39 1.64 -3.95
H -7.46 0.14 2.16
H -4.27 -1.34 3.48
H -4.64 1.04 2.89
H -6.69 -2.04 -2.09
H -2.24 5.49 0.12
H -5.93 -1.74 3.06
H 9.68 -2.98 1.17
H 3.54 -2.22 -5.08
H -0.47 3.00 3.95
H -1.94 1.40 -3.35
H -9.58 -2.78 0.25
H -0.79 4.59 -0.30
H 5.93 3.70 -4.27
H -2.45 -2.61 4.45
H 2.34 -0.06 -5.13
H -1.25 -3.42 3.42
H -3.48 2.72 4.43
H -5.52 -0.24 -0.76
H 6.95 -3.93 0.21
H -3.43 0.75 -2.46
H -4.69 2.72 0.87
H 6.68 0.19 -1.73
H -5.83 0.50 4.06
H -0.66 6.25 0.25
H 8.89 -0.87 0.73
H 10.55 -1.34 -0.91
H 5.94 0.59 -4.32
H -2.87 -3.09 2.80
H 6.14 2.66 -2.00
H -1.68 5.60 2.46
H -1.68 4.25 4.22
H -7.95 -0.98 -0.25
H 8.27 -0.08 -0.69
H -4.55 -3.24 1.17
H -0.58 -1.05 4.72
H 0.31 0.28 -3.78
H 9.16 -4.58 0.67
H -4.39 -1.41 -1.41
H 2.61 -4.11 -3.78
H -2.89 -2.62 -0.84
H -6.28 0.83 1.06
H 7.34 -2.98 1.65
H 10.45 -3.61 -1.07
H 0.45 1.02 3.95
H 8.89 -3.64 -1.58
H -9.06 -2.93 -1.42
*
```

Summary:
- Orbital gap (alpha / beta): 6.6 / 7.0 eV
- HOMO (alpha / beta): -0.53152 / -0.53122 Eh
- Relative energy (zero: lowest compared OMol25 entry of this formula, charge and spin): 321.3 kJ/mol

=====

Below is a cluster of 2 separate species, C29H37BFNO6 in total, with properties calculated with ωB97M-V/def2-TZVPD.

Geometry as ORCA input:
```
! RIJCOSX wB97M-V def2-TZVPD def2/J DEFGRID3
* xyz 0 1
F 2.55 -0.23 -5.20
O 4.22 -0.13 0.76
O -0.09 -1.57 -0.61
O 1.57 -0.95 1.81
O 1.74 2.24 -0.24
O 0.19 0.16 3.41
O -3.12 -2.47 2.70
N 3.27 -0.89 -1.47
C -2.61 -0.06 1.99
C -4.50 -2.12 2.92
C -1.49 -1.65 -0.98
C -0.74 -1.93 2.56
C 2.79 -2.28 -1.70
C -1.45 4.70 -0.55
C -5.57 -0.25 4.65
C -2.23 -1.34 2.87
C -5.75 0.23 6.12
C 1.54 4.67 0.46
C 0.40 -0.80 2.60
C 1.60 -0.08 0.64
C 1.69 1.50 1.03
C 0.34 -0.21 -0.34
C 3.35 -0.57 -6.23
C -4.78 -1.56 4.42
C -4.36 -1.93 7.01
C -4.16 -2.45 5.56
C 4.99 -1.27 -8.34
C 3.91 -2.08 -8.00
C 2.90 0.06 -2.54
C -0.60 3.38 -0.67
C -0.79 5.97 0.09
C 3.09 -1.73 -6.93
C 0.70 5.96 0.61
C -5.13 -0.60 7.30
C 0.87 3.40 -0.16
C 5.24 -0.10 -7.62
C 4.41 0.25 -6.56
B 3.05 -0.39 -0.09
H 5.63 -1.54 -9.17
H -0.51 -2.62 3.46
H 1.84 -0.07 -2.95
H 2.71 -2.93 -0.76
H 4.53 -1.03 1.03
H 2.25 -2.36 -6.65
H 2.63 4.61 0.83
H -1.96 -0.61 -1.18
H -3.91 -2.53 7.86
H 0.44 0.34 -1.33
H -3.59 -3.41 5.28
H -4.96 -1.45 2.11
H -3.51 0.45 2.53
H -2.16 -0.97 3.97
H 3.64 -0.09 -3.41
H 1.14 6.90 1.08
H -1.08 2.45 -1.12
H 3.52 -2.82 -2.42
H -1.38 6.94 0.18
H 2.64 1.76 1.61
H -2.07 -2.07 -0.07
H -1.80 0.74 1.93
H 4.59 1.16 -5.99
H 3.11 1.12 -2.14
H -3.02 -0.32 0.94
H 1.78 -2.24 -2.27
H -1.69 -2.29 -1.90
H 6.08 0.53 -7.88
H -5.09 -3.11 2.86
H 3.71 -2.98 -8.57
H -2.53 4.74 -0.92
H -5.24 -0.23 8.38
H -0.55 0.30 0.22
H -5.95 0.30 3.72
H -0.70 -2.60 1.63
H 0.74 1.86 1.57
H -6.30 1.20 6.30
*
```

Summary:
- Orbital gap: 8.7 eV
- HOMO: -0.30303 Eh
- SMILES: COC[C@@](COc1ccccc1)(OC(=O)C[C@@H](C)OCc1ccccc1)B(O)N(C)C.Fc1ccccc1

=====

Below is a cluster of 2 separate species, C4H5NO in total, with properties calculated with ωB97M-V/def2-TZVPD.

Geometry as ORCA input:
```
! RIJCOSX wB97M-V def2-TZVPD def2/J DEFGRID3
* xyz 0 1
O -2.42 0.40 -0.23
N -0.90 -1.96 0.13
C 2.32 0.00 -0.17
C -1.61 1.21 0.11
C 1.17 -0.60 -0.06
C 0.05 -1.20 0.01
H 3.26 -0.53 -0.08
H -1.03 1.81 -0.61
H 2.40 1.07 -0.34
H -1.85 -1.62 0.07
H -1.39 1.41 1.17
*
```

Summary:
- Orbital gap: 8.8 eV
- HOMO: -0.32434 Eh
- SMILES: C=C=C=N.C=O
- Relative energy (zero: lowest compared OMol25 entry of this formula, charge and spin): 347.9 kJ/mol

=====

Below is a cluster of 2 separate species, CH3BrO2P in total, with properties calculated with ωB97M-V/def2-TZVPD.

Geometry as ORCA input:
```
! RIJCOSX wB97M-V def2-TZVPD def2/J DEFGRID3
* xyz -1 1
Br 3.70 1.31 -0.02
P -1.56 -0.06 0.16
O -2.38 0.19 -1.07
O -2.03 -0.37 1.48
C 0.28 -0.18 -0.13
H 0.91 0.70 -0.09
H 0.31 -0.71 -1.09
H 0.77 -0.89 0.75
*
```

Summary:
- Orbital gap: 6.9 eV
- HOMO: -0.14765 Eh
- Relative energy (zero: lowest compared OMol25 entry of this formula, charge and spin): 91.8 kJ/mol